{
  "formula": "C18H44BClN2O10P2",
  "method": "ωB97M-V/def2-TZVPD",
  "gap_ev": 8.6880,
  "smiles": "CCOP(=O)(OCC)OCC.CCOP(=O)(OCC)OCC.CNCB(CCCCl)CON=O",
  "e_homo_ha": -0.330,
  "e_lumo_ev": -0.3,
  "symbols": ["C", "N", "C", "B", "C", "C", "C", "Cl", "C", "O", "N", "O", "H", "H", "H", "H", "H", "H", "H", "H", "H", "H", "H", "H", "H", "H", "O", "P", "O", "C", "C", "O", "C", "C", "O", "C", "C", "H", "H", "H", "H", "H", "H", "H", "H", "H", "H", "H", "H", "H", "H", "H", "O", "P", "O", "C", "C", "O", "C", "C", "O", "C", "C", "H", "H", "H", "H", "H", "H", "H", "H", "H", "H", "H", "H", "H", "H", "H"],
  "positions_angstrom": [[-1.642, -0.471, 8.497], [-2.839, 0.281, 8.077], [-3.218, 0.022, 6.673], [-2.080, 0.289, 5.619], [-1.101, 1.518, 5.723], [-1.847, 2.843, 5.933], [-0.913, 4.015, 6.203], [0.191, 3.690, 7.587], [-1.888, -0.726, 4.390], [-1.993, -2.113, 4.754], [-0.878, -2.465, 5.579], [-0.009, -2.898, 4.943], [-1.451, -1.373, 7.912], [-0.784, 0.200, 8.551], [-1.814, -0.808, 9.522], [-3.593, -0.106, 8.628], [-3.688, -0.961, 6.540], [-4.015, 0.746, 6.430], [-0.540, 1.558, 4.782], [-0.392, 1.298, 6.527], [-2.609, 2.754, 6.706], [-2.322, 3.075, 4.973], [-0.300, 4.235, 5.333], [-1.474, 4.903, 6.484], [-2.617, -0.428, 3.633], [-0.892, -0.527, 3.980], [0.766, 3.087, 0.005], [-0.171, 2.460, -0.954], [-1.658, 2.698, -0.323], [-2.188, 4.028, -0.306], [-2.545, 4.532, -1.693], [0.078, 0.878, -0.643], [1.140, 0.418, 0.192], [0.675, 0.268, 1.624], [-0.619, 2.182, -2.473], [-1.085, 0.918, -2.975], [-2.348, 0.395, -2.330], [-1.474, 4.701, 0.176], [-3.083, 3.995, 0.314], [-1.653, 4.651, -2.312], [-3.044, 5.499, -1.632], [-3.199, 3.826, -2.204], [2.007, 1.072, 0.118], [1.447, -0.555, -0.197], [0.167, 1.165, 1.983], [1.520, 0.063, 2.284], [-0.038, -0.554, 1.708], [-0.283, 0.183, -2.933], [-1.289, 1.083, -4.035], [-2.213, 0.174, -1.274], [-2.657, -0.523, -2.832], [-3.152, 1.127, -2.410], [3.002, -0.748, -6.811], [2.393, -1.609, -5.765], [3.722, -2.133, -4.950], [4.432, -1.201, -4.130], [3.654, -0.803, -2.886], [1.992, -2.917, -6.651], [1.985, -2.900, -8.079], [3.313, -3.368, -8.636], [1.375, -2.007, -4.567], [0.839, -3.321, -4.339], [1.867, -4.391, -4.051], [4.690, -0.317, -4.720], [5.362, -1.689, -3.841], [2.755, -0.239, -3.144], [4.268, -0.180, -2.235], [3.332, -1.686, -2.333], [1.717, -1.915, -8.456], [1.195, -3.584, -8.396], [4.149, -2.841, -8.177], [3.355, -3.212, -9.715], [3.458, -4.431, -8.434], [0.189, -3.608, -5.164], [0.192, -3.216, -3.467], [2.529, -4.569, -4.894], [1.357, -5.327, -3.815], [2.489, -4.107, -3.202]]
}



{
  "formula": "C14H21AuBrSi",
  "method": "ωB97M-V/def2-TZVPD",
  "spin_multiplicity": 3,
  "gap_ev": [4.9051, 4.3190],
  "relative_energy_ev": 1.309,
  "e_homo_ha": [-0.057, -0.125],
  "total_charge": -1,
  "e_lumo_ev": [3.4, 0.9],
  "symbols": ["C", "C", "C", "H", "C", "C", "H", "H", "H", "H", "Au", "Br", "C", "C", "C", "H", "C", "C", "H", "H", "H", "H", "C", "Si", "C", "C", "C", "H", "H", "H", "H", "H", "H", "H", "H", "H", "H", "H"],
  "positions_angstrom": [[1.754, 1.161, -1.848], [1.530, 2.157, -0.868], [2.174, 1.747, 0.327], [0.964, 3.064, -1.002], [2.757, 0.486, 0.097], [2.482, 0.112, -1.242], [2.767, -0.816, -1.711], [1.390, 1.177, -2.860], [2.167, 2.281, 1.261], [3.274, -0.115, 0.826], [0.508, 0.287, -0.192], [-1.105, -0.293, -1.661], [-2.322, -3.608, -3.203], [-1.068, -4.110, -3.604], [-0.636, -3.363, -4.718], [-0.529, -4.928, -3.137], [-1.624, -2.399, -5.006], [-2.666, -2.551, -4.069], [-3.573, -1.958, -4.023], [-2.918, -3.971, -2.372], [0.293, -3.505, -5.260], [-1.588, -1.669, -5.808], [1.488, 1.144, 3.760], [-0.193, 1.188, 2.896], [-1.403, 0.982, 4.299], [-0.523, 2.927, 2.244], [-0.466, -0.189, 1.552], [1.525, 1.958, 4.516], [2.354, 1.263, 3.092], [1.599, 0.179, 4.286], [-1.221, 1.798, 5.053], [-2.436, 1.079, 3.922], [-1.249, 0.008, 4.791], [0.157, 3.215, 1.430], [-1.567, 2.981, 1.868], [-0.403, 3.654, 3.074], [-0.144, -1.163, 1.961], [-1.548, -0.210, 1.328]]
}



{
  "formula": "C2H5N2P",
  "method": "ωB97M-V/def2-TZVPD",
  "gap_ev": 9.5698,
  "relative_energy_ev": 1.466,
  "smiles": "C1CPN=N1",
  "e_homo_ha": -0.326,
  "e_lumo_ev": 0.7,
  "symbols": ["C", "C", "N", "N", "P", "H", "H", "H", "H", "H"],
  "positions_angstrom": [[0.450, -0.642, -0.795], [-0.356, 0.069, 0.399], [0.602, 0.374, -1.893], [-0.177, 1.327, -1.802], [-1.320, 1.355, -0.479], [1.546, -0.801, -0.595], [-0.049, -1.442, -1.157], [-1.044, -0.554, 1.060], [0.353, 0.458, 1.034], [-0.738, 2.700, 0.036]]
}



{
  "formula": "C42H31ClIN2O3Y",
  "method": "ωB97M-V/def2-TZVPD",
  "gap_ev": 7.5579,
  "relative_energy_ev": 0.080,
  "e_homo_ha": -0.287,
  "e_lumo_ev": -0.3,
  "symbols": ["Y", "O", "C", "C", "C", "C", "C", "C", "C", "C", "C", "O", "C", "C", "C", "C", "C", "C", "C", "C", "C", "C", "C", "C", "N", "C", "C", "C", "C", "C", "C", "C", "C", "C", "C", "C", "C", "H", "H", "H", "H", "H", "H", "H", "H", "H", "H", "H", "H", "H", "H", "H", "H", "H", "H", "H", "H", "H", "H", "H", "H", "H", "H", "H", "Cl", "C", "C", "C", "I", "C", "O", "C", "N", "C", "C", "C", "C", "H", "H", "H", "H"],
  "positions_angstrom": [[-0.721, -1.134, 0.428], [-0.329, -0.132, 2.191], [0.743, 0.483, 2.815], [1.915, -0.533, 2.861], [2.560, -0.880, 1.541], [3.936, -0.735, 1.411], [4.550, -1.033, 0.209], [3.771, -1.464, -0.846], [2.403, -1.602, -0.663], [1.538, -2.007, -1.823], [0.749, -0.789, -2.395], [-0.102, -0.332, -1.403], [-0.087, -1.181, -3.615], [-0.063, -2.432, -4.214], [-0.881, -2.712, -5.306], [-1.727, -1.741, -5.810], [-1.755, -0.483, -5.215], [-0.944, -0.209, -4.130], [1.778, 0.278, -2.784], [2.573, 0.109, -3.915], [3.571, 1.022, -4.221], [3.782, 2.121, -3.398], [2.987, 2.298, -2.277], [1.989, 1.381, -1.968], [1.812, -1.331, 0.516], [0.383, 0.832, 4.269], [-0.817, 0.393, 4.810], [-1.146, 0.686, 6.128], [-0.278, 1.420, 6.919], [0.925, 1.864, 6.384], [1.249, 1.573, 5.069], [1.103, 1.774, 2.070], [0.072, 2.510, 1.489], [0.330, 3.692, 0.815], [1.632, 4.166, 0.711], [2.664, 3.448, 1.292], [2.400, 2.262, 1.966], [1.492, -1.433, 3.315], [2.697, -0.182, 3.534], [4.513, -0.385, 2.255], [5.620, -0.918, 0.095], [4.202, -1.679, -1.814], [0.812, -2.772, -1.520], [2.173, -2.453, -2.589], [0.585, -3.214, -3.839], [-0.852, -3.696, -5.757], [-2.363, -1.957, -6.658], [-2.415, 0.284, -5.603], [-0.967, 0.766, -3.659], [2.400, -0.738, -4.570], [4.177, 0.880, -5.107], [4.558, 2.838, -3.636], [3.138, 3.153, -1.630], [1.372, 1.520, -1.089], [-1.490, -0.177, 4.185], [-2.087, 0.338, 6.535], [-0.535, 1.649, 7.946], [1.609, 2.444, 6.991], [2.181, 1.944, 4.660], [-0.944, 2.147, 1.585], [-0.486, 4.249, 0.372], [1.837, 5.088, 0.181], [3.684, 3.805, 1.219], [3.226, 1.721, 2.409], [-7.910, -2.179, 0.016], [-6.190, -2.368, 0.179], [-5.664, -3.603, 0.415], [-4.274, -3.788, 0.551], [-3.524, -5.692, 0.900], [-3.385, -2.735, 0.457], [-2.091, -2.839, 0.578], [-3.956, -1.435, 0.205], [-3.067, -0.408, 0.101], [-3.512, 0.803, -0.148], [-4.875, 1.093, -0.299], [-5.786, 0.078, -0.191], [-5.344, -1.237, 0.063], [-6.323, -4.456, 0.497], [-2.767, 1.586, -0.241], [-5.186, 2.108, -0.499], [-6.845, 0.266, -0.303]]
}